1.
16
Properties=species:S:1:pos:R:3:nbo_charge:R:1 method="wB97M-V/def2-TZVPD" gap_ev="7.591 / 7.492" energy_ha=-321.88347 homo_energy_ev="-6.87 / -6.67"
C 0.206 -1.659 -0.586 -0.268
C 1.184 -0.743 -0.976 0.129
C -0.153 1.119 1.376 -0.633
C -0.154 1.154 -0.060 -0.246
N 0.525 -2.829 0.000 -0.196
N 1.560 -2.928 0.767 -0.582
N 1.002 0.527 -0.723 -0.539
H -0.581 -1.860 -1.320 0.200
H 0.277 2.027 1.823 0.207
H -1.138 1.019 1.813 0.221
H 0.384 0.278 1.664 0.227
H -1.074 0.760 -0.519 0.207
H -0.178 2.230 -0.354 0.196
H -0.129 -3.515 0.100 0.371
H 1.535 -3.675 1.384 0.311
H 1.837 1.063 -0.638 0.393



2.
16
Properties=species:S:1:pos:R:3:nbo_charge:R:1 method="wB97M-V/def2-TZVPD" gap_ev=9.213 energy_ha=-322.00636 homo_energy_ev=-8.35 smiles="CNC1=NCCN1"
C -2.604 0.112 0.048 -0.393
C -0.015 -0.420 -0.114 0.558
C 2.134 -0.591 0.208 -0.255
C 1.762 0.734 -0.258 -0.246
H -2.764 1.026 -0.501 0.196
H -3.556 -0.538 -0.191 0.209
H -2.654 0.313 1.171 0.164
H -1.623 -1.637 0.100 0.390
H 2.371 -0.820 1.215 0.202
H 2.994 -0.991 -0.443 0.195
H 1.778 0.674 -1.352 0.188
H 2.502 1.530 0.151 0.205
H -0.084 1.751 -0.048 0.394
N -1.485 -0.610 -0.204 -0.645
N 0.884 -1.385 -0.063 -0.513
N 0.362 0.854 0.280 -0.648



3.
16
Properties=species:S:1:pos:R:3:nbo_charge:R:1 method="wB97M-V/def2-TZVPD" gap_ev=9.716 energy_ha=-322.01859 homo_energy_ev=-8.95 smiles="C=CCN.N=C=N"
N 1.389 -1.341 1.676 -0.768
C 2.110 -0.810 0.856 0.664
N 2.984 -0.253 0.233 -0.724
H 1.532 -2.226 2.131 0.416
H -1.151 -0.288 1.879 0.363
H 3.044 -0.128 -0.752 0.407
H 0.457 0.888 0.561 0.164
C -0.664 0.896 0.322 -0.253
C -0.820 1.014 -1.162 -0.187
C -1.594 0.241 -1.903 -0.410
N -1.302 -0.273 0.875 -0.829
H -0.837 -1.108 0.534 0.356
H -1.102 1.785 0.797 0.204
H -0.219 1.795 -1.614 0.194
H -2.206 -0.523 -1.457 0.206
H -1.621 0.331 -2.975 0.195



4.
16
Properties=species:S:1:pos:R:3:nbo_charge:R:1 method="wB97M-V/def2-TZVPD" gap_ev=8.026 energy_ha=-321.93169 homo_energy_ev=-7.08
C 1.692 -0.024 -0.235 -0.670
C 0.210 0.034 0.023 0.205
C -0.565 -1.392 0.333 0.031
N -0.053 1.898 -1.307 -0.648
N -1.846 -1.635 -0.041 -0.782
C -0.284 -0.694 1.519 -0.373
N -0.564 1.007 -0.370 -0.303
H 0.890 2.233 -1.114 0.339
H -0.687 2.682 -1.374 0.365
H -2.011 -1.770 -1.027 0.383
H -2.605 -1.147 0.429 0.356
H 2.205 0.892 0.071 0.204
H 2.155 -0.866 0.277 0.233
H 1.852 -0.159 -1.308 0.236
H -1.078 -0.267 2.139 0.195
H 0.688 -0.791 1.986 0.228



5.
16
Properties=species:S:1:pos:R:3:nbo_charge:R:1 method="wB97M-V/def2-TZVPD" gap_ev="9.078 / 9.079" total_charge=+2 energy_ha=-321.20690 homo_energy_ev="-19.93 / -19.93"
C -0.457 -0.862 0.307 0.643
C 1.707 -0.702 -0.873 -0.112
C -1.629 -1.015 1.079 -0.807
C -0.249 2.263 -0.163 -0.473
N 1.329 0.617 -0.994 0.106
N 0.524 -1.442 -0.198 -0.504
N 0.411 1.081 -0.431 0.132
H 1.943 -1.195 -1.741 0.289
H 2.605 -0.952 -0.311 0.317
H -2.074 -2.029 0.988 0.338
H -2.435 -0.437 0.907 0.321
H -1.431 -0.620 2.188 0.362
H -1.025 2.344 -0.824 0.291
H 0.529 3.112 -0.429 0.305
H -0.476 2.239 0.931 0.294
H 0.729 -2.402 -0.435 0.496



6.
16
Properties=species:S:1:pos:R:3:nbo_charge:R:1 method="wB97M-V/def2-TZVPD" gap_ev=10.062 total_charge=+2 energy_ha=-321.36372 homo_energy_ev=-18.94
C 2.482 -0.983 -0.209 0.144
C -2.251 -0.572 -0.215 0.380
C 1.035 0.985 -0.001 -0.316
C -0.015 0.167 0.728 0.250
N 2.348 0.276 -0.204 -0.397
N -1.159 -0.128 0.363 -0.358
N -3.371 0.121 -0.255 -0.690
H 3.502 -1.374 -0.140 0.266
H -2.228 -1.634 -0.634 0.280
H 0.728 1.231 -1.048 0.274
H 1.242 1.902 0.651 0.302
H 0.384 0.055 1.725 0.223
H 1.605 -1.629 -0.382 0.230
H 3.305 0.723 -0.074 0.480
H -4.386 -0.112 -0.590 0.505
H -3.221 0.972 0.284 0.426



7.
17
Properties=species:S:1:pos:R:3:nbo_charge:R:1 method="wB97M-V/def2-TZVPD" gap_ev=9.466 energy_ha=-397.19533 homo_energy_ev=-8.85 smiles="C[C@]1(O)N=C1N.C=N"
C -2.027 -1.467 -0.778 -0.222
C 0.534 -0.215 1.648 -0.654
N -1.028 -1.777 -1.537 -0.475
C 1.166 1.070 -0.520 0.333
C 0.158 0.535 0.396 0.333
N 2.056 2.075 -0.562 -0.804
N 0.891 -0.037 -1.060 -0.451
O -1.121 0.911 0.298 -0.713
H -0.179 -2.048 -1.045 0.357
H 1.858 2.906 -0.028 0.402
H 2.599 2.182 -1.406 0.396
H -2.996 -1.408 -1.267 0.189
H -1.658 0.168 -0.314 0.486
H -2.081 -1.708 0.291 0.171
H -0.053 -1.131 1.716 0.207
H 0.290 0.398 2.515 0.222
H 1.593 -0.454 1.652 0.223



8.
17
Properties=species:S:1:pos:R:3:nbo_charge:R:1 method="wB97M-V/def2-TZVPD" gap_ev=9.046 energy_ha=-397.07310 homo_energy_ev=-8.67
C -2.229 -1.038 0.378 -0.255
C -0.743 -1.098 0.346 -0.236
C -0.076 -0.053 -0.297 -0.061
C 1.793 1.494 -0.908 0.237
H -3.224 -2.614 1.866 0.369
H -2.255 -0.844 2.570 0.365
H -2.650 -1.760 -0.452 0.210
H -2.650 0.120 0.220 0.192
H -0.283 -1.914 0.806 0.209
H -0.926 0.620 -0.517 0.208
H 2.434 -0.496 1.087 0.475
H 2.857 1.626 -0.767 0.193
H 0.180 1.879 -1.441 0.300
N -2.942 -1.344 1.667 -0.859
N 1.210 0.553 -0.157 -0.168
N 1.169 2.373 -1.624 -0.613
O 2.249 -0.440 0.039 -0.566



9.
17
Properties=species:S:1:pos:R:3:nbo_charge:R:1 method="wB97M-V/def2-TZVPD" gap_ev=8.770 energy_ha=-397.18617 homo_energy_ev=-7.95
C -0.383 1.490 1.831 -0.350
C 0.650 -2.359 1.581 0.837
C 0.031 -2.366 -0.850 -0.408
C 0.369 1.530 -0.847 -0.472
N 0.583 0.709 1.284 -0.209
N 0.228 -2.688 0.549 -0.512
N 0.996 0.636 0.048 -0.366
O 0.981 -2.278 2.683 -0.560
H -0.374 1.456 2.867 0.193
H -1.056 2.020 1.155 0.201
H -0.914 -2.588 -1.155 0.202
H 0.339 -1.362 -0.987 0.232
H 0.558 -3.106 -1.584 0.200
H 0.769 2.553 -0.545 0.199
H 0.702 1.163 -1.913 0.218
H -0.731 1.617 -0.886 0.180
H 1.042 0.410 2.123 0.416



10.
17
Properties=species:S:1:pos:R:3:nbo_charge:R:1 method="wB97M-V/def2-TZVPD" gap_ev=8.114 energy_ha=-397.01743 homo_energy_ev=-8.92
C 0.977 -0.358 2.310 -0.460
C 0.667 1.144 0.233 -0.291
C -0.674 0.755 -0.429 0.019
C -0.534 -0.716 -0.592 0.382
H -0.179 -0.331 2.648 0.208
H 1.860 -1.159 2.656 0.238
H 1.257 0.758 2.545 0.194
H 1.318 1.153 -0.609 0.218
H 0.923 2.084 0.570 0.233
H -1.460 0.977 0.196 0.171
H -2.211 1.549 -1.757 0.407
H -1.783 -2.391 -1.295 0.365
H 0.763 -2.057 -0.350 0.403
N 1.274 -0.146 0.828 -0.253
N -1.402 -1.257 -1.292 -0.728
N 0.401 -1.239 0.227 -0.501
O -0.626 1.620 -1.510 -0.604



11.
17
Properties=species:S:1:pos:R:3:nbo_charge:R:1 method="wB97M-V/def2-TZVPD" gap_ev=10.406 energy_ha=-397.14138 homo_energy_ev=-9.39
C -0.398 -1.388 0.615 -0.437
C -1.020 -0.054 1.077 -0.414
C 0.357 -0.957 -0.644 -0.292
C -1.223 0.694 -0.209 -0.262
N 2.298 0.718 -0.432 -0.516
N -0.047 0.395 -0.978 -0.264
N 1.261 1.399 -0.523 0.467
O 1.018 2.567 -0.522 -0.397
H 0.091 -2.091 1.335 0.222
H -1.191 -2.027 0.488 0.202
H -1.904 -0.237 1.512 0.206
H -0.358 0.451 1.798 0.204
H 1.429 -1.047 -0.758 0.270
H -0.036 -1.640 -1.492 0.204
H -2.188 0.385 -0.726 0.210
H -1.277 1.720 -0.207 0.232
H 3.188 1.112 -0.334 0.365



12.
18
Properties=species:S:1:pos:R:3:nbo_charge:R:1 method="wB97M-V/def2-TZVPD" gap_ev=9.336 energy_ha=-472.53574 homo_energy_ev=-8.66 smiles="CC(=O)C(N)(N)C(N)=O"
C 0.249 0.677 0.408 0.082
C -1.512 -1.163 -0.707 -0.739
C 1.214 -0.409 0.132 0.633
C -0.967 -0.666 0.603 0.668
N 0.134 1.639 -0.660 -0.874
N 0.368 1.251 1.719 -0.845
N 1.805 -0.497 -1.068 -0.784
O 0.980 -1.438 0.833 -0.643
O -1.577 -0.670 1.638 -0.572
H -0.833 1.806 -0.918 0.374
H 0.542 2.517 -0.359 0.385
H -0.519 1.165 2.216 0.384
H 1.034 0.725 2.274 0.375
H 1.762 0.301 -1.680 0.423
H 2.294 -1.337 -1.331 0.411
H -1.342 -2.238 -0.773 0.249
H -2.580 -0.952 -0.748 0.246
H -1.053 -0.709 -1.581 0.226



13.
20
Properties=species:S:1:pos:R:3:nbo_charge:R:1 method="wB97M-V/def2-TZVPD" gap_ev=9.651 energy_ha=-622.89856 homo_energy_ev=-9.93 smiles="CO[C@@](N)(NC(C)=O)[N+](=O)[O-]"
C 1.087 1.234 -0.419 0.712
C 1.301 2.665 0.321 -0.727
C 0.916 -2.271 0.240 -0.290
C -0.736 -0.573 -0.249 0.631
N -1.240 -0.904 1.024 -0.838
N -0.158 0.770 -0.056 -0.663
N -1.856 -0.397 -1.291 0.489
O 1.871 0.798 -1.246 -0.576
O -1.666 0.488 -2.123 -0.315
O -2.899 -1.017 -1.000 -0.387
O 0.144 -1.504 -0.682 -0.518
H 0.495 3.237 -0.257 0.233
H 2.326 3.046 0.097 0.244
H 0.889 2.818 1.288 0.218
H 0.952 -1.569 1.168 0.204
H 1.953 -2.221 -0.274 0.224
H 0.592 -3.341 0.446 0.197
H -1.483 -1.901 1.040 0.395
H -2.046 -0.361 1.143 0.378
H -0.440 1.003 0.832 0.389



14.
17
Properties=species:S:1:pos:R:3:nbo_charge:R:1 method="wB97M-V/def2-TZVPD" gap_ev=8.585 energy_ha=-720.06018 homo_energy_ev=-8.06 smiles="[H]/N=C1/NNC[C@H](C)S1"
C 0.003 -1.643 0.918 -0.638
C 0.904 -0.645 0.297 -0.515
C 0.634 -0.495 -1.066 -0.242
C -0.082 1.759 0.400 0.221
H -1.078 -1.548 0.215 0.255
H 0.471 -2.860 0.739 0.216
H -0.059 -1.453 2.133 0.237
H 1.924 -1.216 0.135 0.253
H 1.485 0.079 -1.490 0.206
H 0.309 -1.502 -1.670 0.234
H -1.058 0.405 -2.190 0.383
H -2.000 1.524 -0.549 0.392
H -0.369 2.632 2.063 0.335
N -0.749 0.072 -1.296 -0.494
N -0.809 1.387 -0.809 -0.498
N -0.722 2.711 1.031 -0.684
S 1.195 0.791 1.141 0.338



15.
17
Properties=species:S:1:pos:R:3:nbo_charge:R:1 method="wB97M-V/def2-TZVPD" gap_ev=9.840 energy_ha=-720.23672 homo_energy_ev=-9.00 smiles="[H]/N=C(/N)N[C@H]1C[C@@H]1S"
C -1.911 -0.341 0.006 0.573
C 0.194 0.776 -0.500 -0.068
C 1.249 1.741 0.037 -0.421
C 1.222 0.327 0.459 -0.377
H -3.613 0.743 -0.065 0.361
H -3.840 -0.888 -0.022 0.392
H -0.484 -1.454 -0.442 0.336
H -1.635 1.741 0.078 0.401
H 0.329 0.460 -1.503 0.203
H 1.001 2.552 0.716 0.228
H 1.993 1.962 -0.709 0.229
H 0.711 0.134 1.455 0.244
H 3.283 -0.689 0.990 0.129
N -3.259 -0.124 0.337 -0.825
N -1.488 -1.521 -0.155 -0.748
N -1.208 0.859 -0.155 -0.651
S 2.463 -0.880 -0.044 -0.007